A:
DFT (ωB97M-V with the def2-TZVPD basis set) results for a single H4N3P molecule.

For the orbital gap, the calculation gives 9.9 eV. The SMILES is Pn1[nH][nH]1. The calculation puts the LUMO energy at 0.783 eV.

```
! RIJCOSX wB97M-V def2-TZVPD def2/J DEFGRID3
* xyz 0 1
N -1.28603 0.49402 -0.09918
N -1.33323 -0.84332 0.00674
N -0.27039 -0.16405 0.71803
P 1.31969 -0.11994 0.05909
H -0.91366 0.83689 -0.99014
H -0.97851 -1.26022 -0.98212
H 1.91984 -0.23141 1.28848
H 1.54230 1.28802 -0.00090
*
```

Löwdin atomic charge list, values in e, 6 entries:
1. N -0.1281
2. N -0.1266
3. N -0.4322
4. P 0.7460
5. H 0.0644
6. H 0.1243

B:
DFT (ωB97M-V with the def2-TZVPD basis set) results for a 2-piece molecular cluster, H4N3P overall.

For the orbital gap (spin up / spin down), the calculation gives 8.7 / 8.8 eV. The calculation puts the LUMO energy (spin up / spin down) at -0.544 / -0.522 eV.

```
! RIJCOSX wB97M-V def2-TZVPD def2/J DEFGRID3
* xyz 0 1
N -1.41718 -0.65163 0.19828
N -1.25257 0.66477 -0.03553
N -0.38645 -0.19537 -0.67755
P 1.22439 -0.12175 -0.02612
H -1.13140 -1.02686 1.10723
H -0.33268 1.47004 1.22225
H 1.60034 0.93578 -0.85105
H 1.69555 -1.07499 -0.93752
*
```

Löwdin atomic charge list, values in e, 6 entries:
1. N -0.1167
2. N -0.1267
3. N -0.4770
4. P 0.7416
5. H 0.0785
6. H 0.1325

Result of the stability comparison: B is the least stable of them.